Formula: C27H29N6S3Tl
Source: the Open Molecules 2025 dataset
Level of theory: the ωB97M-V functional and the def2-TZVPD basis

- Electronic energy: -2741.7402 a.u.
- Net charge: 0
- HOMO-LUMO gap: 5.6 eV

Structure (XYZ):
```
66
Properties=species:S:1:pos:R:3:forces:R:3:nbo_charge:R:1
Tl 1.446 0.456 -0.797 -0.4 0.3 0.2 0.7564
C 4.465 -1.577 -0.617 1.2 -1.7 0.3 -0.6907
C 4.919 -0.199 -0.983 -2.1 2.3 0.0 0.0907
N 4.185 0.858 -0.514 2.6 -1.2 -1.9 -0.4744
C 4.691 2.055 -1.041 1.8 -1.9 -1.2 0.1016
C 5.845 1.933 -1.838 -1.1 -0.1 -0.2 -0.4236
S 6.173 0.248 -2.173 -1.0 0.4 2.1 0.4270
C 3.951 3.275 -0.968 0.4 3.5 1.6 0.0877
C 4.521 4.550 -1.188 1.1 -2.2 -0.5 -0.4747
S 3.364 5.754 -1.130 -0.6 0.0 0.3 0.4966
C 2.187 4.597 -0.640 0.5 -1.8 0.4 0.0579
N 2.663 3.354 -0.505 -0.6 1.0 -1.3 -0.4410
C 0.735 4.906 -0.459 1.0 -0.1 0.1 -0.6466
H 3.655 -1.640 0.143 0.6 0.5 -0.6 0.2594
H 5.337 -2.160 -0.245 -0.3 0.6 0.5 0.2392
H 4.233 -2.279 -1.437 -0.5 0.9 -0.3 0.2420
H 6.395 2.731 -2.406 -0.8 -1.1 0.7 0.2541
H 5.593 4.715 -1.396 -1.0 0.1 0.0 0.2464
H 0.521 5.737 -1.087 -0.5 0.8 -0.4 0.2229
H 0.508 5.157 0.569 -0.2 -0.1 0.2 0.2393
H 0.189 4.047 -0.806 -0.4 -0.3 0.1 0.2454
C 1.388 0.649 1.828 -0.5 -0.3 -1.1 -0.8367
C 0.067 1.141 1.952 0.1 -1.4 -0.5 -0.0474
C -0.304 2.474 2.200 0.7 1.4 -0.1 -0.2469
C -1.601 2.887 2.215 -0.9 0.7 -0.3 -0.1488
C -2.642 1.999 2.024 -2.1 -1.7 -0.4 -0.2984
C -2.384 0.589 1.819 4.1 1.2 -0.3 -0.1418
C -0.993 0.188 1.722 -3.0 1.3 0.8 -0.2604
C -4.007 2.525 1.897 -1.9 -0.2 -0.3 0.3793
N -5.135 2.843 1.734 3.3 -0.6 0.6 -0.4794
H 1.477 -0.428 1.784 0.3 -0.1 0.2 0.1969
H 2.244 1.234 1.578 0.6 0.6 0.7 0.2114
H 0.448 3.267 2.301 0.0 -0.6 0.1 0.1997
H -1.957 3.934 2.278 0.9 -0.5 0.2 0.2151
H -3.067 -0.189 1.605 -1.1 -0.2 0.0 0.2208
H -0.778 -0.858 1.464 0.0 0.5 0.2 0.2143
N -7.378 1.407 0.538 0.4 0.1 1.1 -0.7843
C -7.030 0.280 -0.151 -1.0 0.1 1.4 0.1196
S -8.161 -0.938 -0.351 0.8 0.4 -0.1 -0.1754
C -5.628 0.215 -0.689 0.0 0.3 -1.5 -0.0950
C -5.046 -0.989 -1.085 -0.6 -1.1 0.2 -0.2100
C -3.988 -0.980 -1.995 0.6 -0.6 0.6 0.0223
N -3.310 0.097 -2.355 -0.6 1.2 0.2 -0.4022
C -3.809 1.265 -1.901 0.2 -0.7 0.1 0.0238
C -4.974 1.370 -1.157 -0.2 -0.4 0.3 -0.2246
H -8.192 1.390 1.198 0.9 -0.4 -1.5 0.4100
H -6.636 2.023 0.925 -0.3 -0.5 -0.6 0.4291
H -5.469 -1.954 -0.718 0.3 0.9 -0.6 0.2429
H -3.568 -1.890 -2.424 -0.4 -0.1 0.3 0.1920
H -3.222 2.133 -2.143 0.0 0.4 -0.2 0.1929
H -5.407 2.331 -0.962 0.0 0.4 0.1 0.2320
C 2.734 -4.828 1.217 -0.8 0.7 -0.5 -0.5739
C 1.496 -4.829 0.260 0.0 -1.5 0.5 -0.1975
C 0.263 -5.443 0.913 -0.9 -0.4 2.0 -0.5955
C 1.860 -5.474 -1.086 1.0 -0.3 -2.5 -0.6094
C 1.134 -3.460 0.076 0.6 0.4 -0.6 0.3694
N 0.964 -2.348 -0.102 -0.4 1.1 -0.1 -0.3850
H 3.068 -5.810 1.512 -0.2 -0.4 0.1 0.2253
H 2.564 -4.167 2.076 -0.1 -0.4 -0.1 0.2271
H 3.498 -4.369 0.621 0.8 0.2 -0.1 0.2082
H 0.392 -6.522 1.026 0.1 0.0 0.0 0.2200
H -0.739 -5.294 0.420 1.3 0.2 0.2 0.2352
H 0.209 -5.031 1.985 -0.2 -0.5 -1.5 0.2233
H 2.528 -6.378 -1.076 -0.8 0.6 0.9 0.2310
H 2.528 -4.780 -1.709 -1.2 -0.6 0.8 0.2208
H 0.989 -5.802 -1.746 0.9 0.8 1.1 0.2350
```
Positions in Å, forces in eV/Å.